No. 1
{"formula": "C4H6N4", "method": "the ωB97M-V functional and the def2-TZVPD basis", "smiles": "C=Cc1cnnn1N", "e_homo_ev": -9.0, "gap_ev": 9.41, "spin_multiplicity": 1, "elements": ["C", "C", "C", "C", "H", "H", "H", "H", "H", "H", "N", "N", "N", "N"], "positions_angstrom": [[-0.954, 1.079, -0.322], [-0.236, -0.063, -0.408], [0.640, -0.454, -1.562], [0.232, -0.215, -2.899], [2.122, -0.789, 1.425], [1.520, -2.115, 1.155], [-1.355, 2.226, -0.669], [1.618, -1.075, -1.535], [1.123, -0.477, -3.715], [-0.831, 0.365, -2.904], [1.184, -1.218, 1.694], [0.174, -0.435, 0.897], [-0.569, 0.399, 1.711], [-1.116, 1.222, 1.039]], "atomic_forces_ev_per_a": [[-1.718, 3.707, 1.719], [5.185, -1.032, -1.984], [-0.662, -1.029, -4.044], [1.318, 0.261, 3.020], [-1.424, 0.657, 0.901], [-2.208, 1.292, 0.933], [1.352, -4.209, -0.705], [-1.744, 1.255, 0.859], [-3.272, 0.981, 1.777], [2.818, -1.483, -1.134], [1.731, -0.668, -3.842], [-1.503, 0.392, 0.710], [3.528, -3.762, 3.243], [-3.402, 3.637, -1.453]], "mulliken_charge": [-0.192, 0.317, -0.056, -0.616, 0.282, 0.294, 0.286, 0.170, 0.220, 0.217, -0.730, 0.542, -0.408, -0.324]}

No. 2
{"formula": "C4H6N4", "method": "the ωB97M-V functional and the def2-TZVPD basis", "e_homo_ev": -9.2, "gap_ev": 9.01, "spin_multiplicity": 1, "elements": ["C", "C", "C", "C", "H", "H", "H", "H", "H", "H", "N", "N", "N", "N"], "positions_angstrom": [[-2.313, 0.106, 0.018], [-0.871, 0.179, -0.174], [1.233, 0.933, -0.185], [1.396, -0.636, -0.248], [-2.645, 1.088, 0.139], [-2.749, -0.661, -0.590], [-2.313, -0.393, 1.048], [1.897, 2.747, -0.076], [2.354, -2.350, 0.171], [-0.576, -1.865, 0.454], [-0.155, 1.288, -0.325], [2.225, 1.777, 0.108], [2.519, -1.285, -0.043], [-0.003, -0.929, -0.297]], "atomic_forces_ev_per_a": [[1.780, -2.565, 2.572], [5.222, 2.146, -1.977], [2.502, 1.982, 0.266], [0.873, 1.165, 2.070], [-1.206, 1.216, -0.380], [-0.710, 0.287, -0.796], [-0.550, 0.703, -0.821], [-0.125, -0.723, 0.613], [0.116, 2.438, -0.840], [2.997, 3.221, -3.209], [-0.656, -1.054, 0.820], [-3.014, -2.332, -1.867], [-3.566, -0.853, -0.074], [-3.662, -5.631, 3.624]], "mulliken_charge": [-1.174, 0.579, 0.543, 0.272, 0.334, 0.371, 0.297, 0.308, 0.248, 0.339, -0.629, -0.615, -0.571, -0.302]}

No. 3
{"formula": "C4H6N4", "method": "the ωB97M-V functional and the def2-TZVPD basis", "e_homo_ev": [-6.1, -10.5], "gap_ev": [6.72, 7.63], "s2": 2.016, "spin_multiplicity": 3, "elements": ["C", "C", "C", "C", "N", "N", "N", "N", "H", "H", "H", "H", "H", "H"], "positions_angstrom": [[-2.202, -0.344, 0.193], [1.871, -0.790, 0.188], [1.132, -1.996, 0.072], [-1.514, 0.886, 0.230], [-2.714, -1.372, 0.246], [2.272, 0.243, 0.395], [0.127, 2.261, -0.630], [-0.619, 1.109, -0.590], [1.340, -2.722, 0.924], [1.411, -2.659, -0.785], [0.110, -1.629, 0.139], [-1.842, 1.367, 1.149], [-0.081, 3.164, -0.087], [0.708, 2.483, -1.443]], "atomic_forces_ev_per_a": [[1.182, 2.519, -0.472], [-0.194, -1.460, -0.052], [0.191, -2.627, 0.603], [-8.350, -2.604, 7.539], [-1.011, -1.939, 0.048], [1.370, 2.504, 0.305], [-1.879, 0.931, 1.350], [9.726, 3.223, -8.243], [-0.315, 1.302, -0.591], [-0.643, 1.125, 0.189], [-0.330, -0.827, -0.456], [0.790, 0.802, 0.127], [-0.235, -1.884, -0.704], [-0.303, -1.066, 0.356]], "mulliken_charge": [0.311, 0.374, -0.366, -0.148, -0.452, -0.415, -0.325, -0.300, 0.254, 0.262, -0.103, 0.392, 0.265, 0.251]}

No. 4
{"formula": "C4H6N5", "method": "the ωB97M-V functional and the def2-TZVPD basis", "total_charge": 1, "e_homo_ev": [-11.9, -15.0], "gap_ev": [8.24, 6.70], "s2": 2.029, "spin_multiplicity": 3, "elements": ["C", "C", "C", "C", "N", "N", "N", "N", "N", "H", "H", "H", "H", "H", "H"], "positions_angstrom": [[2.693, 0.209, 0.056], [-0.560, 0.946, -1.195], [-1.014, 1.326, 0.965], [-0.438, -0.555, -0.915], [3.599, 0.917, 0.037], [-1.065, 1.697, -0.303], [0.447, -0.365, 0.244], [-0.169, 0.278, 1.291], [1.725, -0.683, 0.293], [-0.182, 1.276, -2.187], [-1.712, 1.544, 1.756], [-1.355, -0.915, -0.479], [0.226, -0.951, -1.707], [-0.031, -0.061, 2.229], [1.830, -1.639, 0.087]], "atomic_forces_ev_per_a": [[0.868, 0.603, 0.831], [0.322, -0.980, -3.635], [-1.221, 0.028, -1.622], [2.715, 1.981, 0.230], [-0.079, 0.132, -0.363], [-0.817, 2.038, 2.714], [-2.174, -0.223, 2.171], [1.972, -1.009, -0.352], [-0.241, -0.303, 0.333], [-0.872, 0.103, 0.756], [-0.063, 0.802, -0.120], [-0.406, -0.908, -0.765], [-1.293, -0.731, 0.314], [0.361, -0.139, 0.124], [0.928, -1.393, -0.616]], "mulliken_charge": [0.333, -0.085, -0.059, -0.311, -0.246, -0.413, 0.582, -0.242, -0.532, 0.375, 0.384, 0.340, 0.350, 0.227, 0.296]}

No. 5
{"formula": "C4H6N5O", "method": "the ωB97M-V functional and the def2-TZVPD basis", "total_charge": -1, "e_homo_ev": -5.3, "gap_ev": 9.11, "spin_multiplicity": 1, "elements": ["C", "C", "C", "C", "N", "N", "N", "N", "N", "O", "H", "H", "H", "H", "H", "H"], "positions_angstrom": [[3.141, 1.303, -0.140], [-0.939, 1.418, -0.008], [-0.748, -0.876, -1.066], [-0.948, 0.507, 1.141], [2.035, -0.469, 0.099], [1.908, 0.862, 0.095], [4.007, 0.296, -0.280], [3.272, -0.796, -0.123], [-1.312, 0.165, -0.254], [-0.886, 2.525, -0.453], [-1.348, -1.780, -0.939], [-0.778, -0.559, -2.108], [0.295, -1.060, -0.763], [-1.772, 0.466, 1.844], [0.019, 0.181, 1.498], [3.411, 2.339, -0.222]], "atomic_forces_ev_per_a": [[-0.026, -0.457, -0.027], [-0.568, 0.444, 0.423], [0.385, -0.426, -0.193], [0.112, -0.069, 0.587], [-0.074, 0.030, 0.260], [-0.004, 0.210, -0.048], [0.218, 0.449, -0.046], [0.312, -0.464, -0.042], [-0.237, -0.079, -0.302], [0.230, 0.372, -0.389], [0.023, -0.012, -0.113], [-0.042, -0.059, -0.036], [-0.372, -0.072, -0.193], [-0.079, 0.006, 0.098], [0.126, -0.030, 0.004], [-0.006, 0.158, 0.016]], "mulliken_charge": [-0.153, 0.714, -0.623, -0.555, -0.002, -0.223, -0.343, -0.747, -0.209, -0.597, 0.255, 0.240, 0.294, 0.229, 0.282, 0.437]}

No. 6
{"formula": "C4H6N5O", "method": "the ωB97M-V functional and the def2-TZVPD basis", "total_charge": 1, "smiles": "N[N+]1=C(/N=C\\N=O)C=NC1", "e_homo_ev": [-14.6, -14.6], "gap_ev": [8.52, 8.52], "spin_multiplicity": 1, "elements": ["C", "C", "C", "C", "N", "N", "N", "N", "N", "O", "H", "H", "H", "H", "H", "H"], "positions_angstrom": [[-1.047, 1.443, -1.075], [-1.005, -1.917, 0.193], [-0.703, 0.020, -0.787], [0.398, 1.549, 0.628], [-0.539, 2.184, -0.178], [-1.413, -1.045, -0.803], [-0.112, -1.553, 1.029], [1.716, -0.341, -0.278], [0.442, 0.083, 0.194], [0.522, -1.818, 1.943], [-1.856, 1.782, -1.679], [-1.683, -2.804, 0.376], [1.477, 1.880, 0.389], [0.247, 1.582, 1.824], [1.987, 0.226, -1.007], [1.569, -1.270, -0.767]], "atomic_forces_ev_per_a": [[-0.020, -0.925, 1.311], [-1.924, -1.339, -0.656], [0.432, 0.007, 0.714], [2.979, -1.254, 2.604], [-0.533, 0.980, -0.579], [0.901, 1.312, -0.123], [-0.679, 1.321, -0.581], [-1.276, -3.257, 1.151], [-2.066, -0.297, -1.811], [1.408, -1.022, 1.803], [-0.235, 0.095, -0.762], [1.367, 0.906, 0.105], [-1.692, 0.025, 0.674], [0.062, 0.207, -2.896], [0.954, 2.182, -1.936], [0.324, 1.060, 0.981]], "mulliken_charge": [-0.295, -0.055, 0.578, -0.395, -0.298, -0.437, 0.640, -0.717, 0.308, -0.431, 0.463, 0.408, 0.305, 0.328, 0.301, 0.298]}

The following ΔE to the lowest compared entry with this formula, charge and spin values (in eV) correspond, in order, to the records above: 6.775 3.322 0.555 1.065 1.018 7.523.